{
  "formula": "C60H81BrN17O6PS2",
  "method": "ωB97M-V with the def2-TZVPD basis set",
  "total_energy_ev": -202143.5060,
  "orbital_gap_ev": 7.790,
  "homo_energy_ev": -7.676,
  "symbols": ["C", "C", "O", "C", "C", "C", "C", "C", "C", "C", "C", "C", "C", "C", "C", "C", "S", "C", "C", "C", "C", "C", "O", "C", "C", "P", "O", "Br", "C", "C", "C", "C", "C", "S", "O", "O", "O", "C", "N", "H", "H", "H", "H", "H", "H", "H", "H", "H", "H", "H", "H", "H", "H", "H", "H", "H", "H", "H", "H", "H", "H", "H", "H", "H", "H", "H", "H", "H", "H", "H", "H", "H", "C", "C", "N", "H", "H", "H", "C", "C", "N", "H", "H", "H", "C", "C", "N", "H", "H", "H", "C", "C", "N", "H", "H", "H", "C", "C", "N", "H", "H", "H", "C", "C", "N", "H", "H", "H", "C", "C", "N", "H", "H", "H", "C", "C", "N", "H", "H", "H", "C", "C", "N", "H", "H", "H", "C", "C", "N", "H", "H", "H", "C", "C", "N", "H", "H", "H", "C", "C", "N", "H", "H", "H", "C", "C", "N", "H", "H", "H", "C", "C", "N", "H", "H", "H", "C", "C", "N", "H", "H", "H", "C", "C", "N", "H", "H", "H"],
  "coordinates": [[-5.68, -1.02, -0.39], [-6.08, -0.20, 0.92], [-4.93, -0.04, 1.75], [-4.68, 1.31, 2.13], [-3.36, 1.77, 1.44], [-2.15, 1.02, 1.81], [-0.84, 1.33, 1.29], [-0.72, 2.45, 0.35], [-1.89, 3.19, -0.06], [-3.23, 2.88, 0.50], [-4.43, 3.72, 0.07], [-4.58, 4.00, -1.38], [-5.71, 4.82, -1.81], [-6.73, 5.34, -0.91], [-6.59, 5.07, 0.52], [-5.44, 4.28, 0.94], [0.97, 2.81, -0.24], [1.66, 1.11, -0.35], [2.62, 0.75, -1.40], [3.13, 1.79, -2.46], [4.23, 1.21, -3.42], [5.69, 1.21, -2.80], [6.31, -0.08, -3.03], [3.08, -0.64, -1.38], [2.61, -1.62, -0.38], [3.34, -3.32, -0.53], [4.56, -3.25, -1.70], [1.74, -4.71, -1.41], [1.66, -1.24, 0.69], [1.26, -2.35, 1.72], [-0.29, -2.43, 2.05], [-0.68, -2.01, 3.51], [0.20, -2.64, 4.66], [-0.73, -3.58, 5.94], [-0.37, -2.99, 7.24], [-0.25, -4.96, 5.87], [-2.35, -3.58, 5.75], [1.20, 0.17, 0.69], [0.29, 0.56, 1.75], [-5.61, -0.27, -1.23], [-4.73, -1.59, -0.23], [-6.54, -1.69, -0.63], [-6.52, 0.76, 0.55], [-6.89, -0.79, 1.43], [-4.48, 1.30, 3.24], [-5.55, 2.00, 1.99], [-2.25, 0.19, 2.55], [-1.81, 4.03, -0.80], [-3.84, 3.64, -2.13], [-5.83, 5.08, -2.89], [-7.59, 5.96, -1.23], [-7.32, 5.42, 1.28], [-5.36, 4.07, 2.04], [3.62, 2.60, -1.86], [2.31, 2.24, -3.06], [4.00, 0.18, -3.79], [4.28, 1.88, -4.32], [5.71, 1.48, -1.72], [6.35, 1.95, -3.33], [6.64, -0.44, -2.19], [3.82, -0.97, -2.14], [5.16, -4.01, -1.57], [1.91, -2.17, 2.64], [1.56, -3.37, 1.36], [-0.82, -1.78, 1.30], [-0.71, -3.46, 1.89], [-0.65, -0.89, 3.62], [-1.77, -2.28, 3.64], [0.75, -1.76, 5.16], [1.01, -3.30, 4.27], [-2.72, -2.71, 6.02], [0.77, 1.02, 2.53], [-5.84, -3.58, 6.36], [-5.71, -2.36, 5.52], [-5.61, -1.41, 4.88], [-6.16, -3.30, 7.37], [-6.58, -4.25, 5.93], [-4.89, -4.10, 6.42], [-6.95, -2.54, -4.55], [-6.74, -2.92, -3.13], [-6.56, -3.21, -2.04], [-6.21, -1.80, -4.84], [-6.86, -3.42, -5.19], [-7.95, -2.11, -4.67], [-3.03, 7.60, -3.74], [-2.40, 6.31, -3.36], [-1.92, 5.31, -3.06], [-4.10, 7.46, -3.87], [-2.85, 8.34, -2.96], [-2.60, 7.95, -4.68], [8.36, -0.60, 1.35], [7.11, -0.55, 0.54], [6.15, -0.50, -0.08], [8.96, -1.46, 1.05], [8.94, 0.30, 1.20], [8.11, -0.70, 2.41], [12.00, 1.50, 3.35], [11.45, 0.62, 2.30], [11.02, -0.07, 1.48], [13.08, 1.36, 3.42], [11.80, 2.54, 3.10], [11.55, 1.27, 4.31], [-9.95, -5.05, -5.00], [-9.82, -3.85, -5.85], [-9.72, -2.91, -6.51], [-10.30, -4.78, -4.01], [-10.66, -5.75, -5.45], [-8.98, -5.55, -4.91], [16.13, 0.22, 2.16], [16.04, 0.54, 3.61], [15.96, 0.79, 4.72], [17.18, 0.18, 1.86], [15.67, -0.75, 1.97], [15.62, 0.98, 1.58], [3.65, -0.51, 7.23], [3.04, 0.30, 6.15], [2.55, 0.93, 5.31], [3.91, 0.13, 8.07], [2.96, -1.28, 7.56], [4.56, -0.99, 6.86], [-0.71, -6.26, -3.30], [-1.96, -6.17, -4.10], [-2.92, -6.10, -4.72], [-0.13, -7.11, -3.63], [-0.12, -5.35, -3.44], [-0.95, -6.37, -2.25], [2.83, 0.85, 11.63], [3.90, 0.11, 10.93], [4.73, -0.46, 10.38], [3.12, 1.03, 12.66], [2.66, 1.81, 11.13], [1.91, 0.27, 11.61], [9.96, -1.09, -2.03], [10.58, -2.38, -1.66], [11.06, -3.38, -1.37], [8.89, -1.22, -2.16], [10.15, -0.35, -1.25], [10.39, -0.73, -2.97], [-0.22, 6.25, -6.58], [-0.84, 7.03, -7.67], [-1.33, 7.65, -8.51], [0.03, 6.91, -5.75], [-0.91, 5.49, -6.23], [0.69, 5.77, -6.94], [-3.53, 0.80, -4.47], [-4.85, 0.45, -5.04], [-5.88, 0.18, -5.48], [-3.13, 1.68, -4.98], [-3.63, 1.02, -3.41], [-2.84, -0.03, -4.60], [-7.95, -6.48, 8.94], [-8.51, -5.65, 7.85], [-8.97, -5.00, 7.01], [-7.70, -5.85, 9.80], [-8.68, -7.23, 9.25], [-7.05, -6.98, 8.59], [-0.20, -5.60, -7.95], [0.24, -5.32, -6.57], [0.58, -5.09, -5.50], [-1.18, -5.16, -8.13], [0.52, -5.18, -8.66], [-0.26, -6.68, -8.11], [-3.52, 10.47, -9.31], [-3.46, 10.61, -7.83], [-3.42, 10.72, -6.69], [-2.94, 11.26, -9.77], [-3.11, 9.50, -9.60], [-4.55, 10.53, -9.64]]
}